[1]
Entry from OMol25: C28H30NOSm as an isolated structure in a non-equilibrium geometry (ωB97M-V/def2-TZVPD).

Computed properties:
HOMO energy (alpha / beta)	-7.080 / -7.000	eV
gap between HOMO and LUMO (alpha / beta)	7.16 / 7.08	eV

```
! RIJCOSX wB97M-V def2-TZVPD def2/J DEFGRID3
* xyz 0 6
C 2.519 -0.250 2.703
C 2.889 -0.846 1.449
C 2.866 0.176 0.451
H 3.161 -1.887 1.281
C 2.501 1.408 1.082
C 2.279 1.141 2.471
H 2.482 2.389 0.597
C -0.900 -2.125 2.596
C 0.210 -2.746 1.958
C -0.035 -2.751 0.553
H 1.065 -3.206 2.450
C -1.286 -2.095 0.319
C -1.827 -1.735 1.589
H 3.163 0.065 -0.596
H 1.971 1.878 3.217
H 2.471 -0.763 3.666
H -2.810 -1.281 1.732
H 0.556 -3.262 -0.209
H -1.046 -1.995 3.669
Sm 0.416 -0.181 1.285
C -2.009 -1.943 -1.008
C -3.409 -2.557 -0.872
C -1.245 -2.661 -2.126
H -3.345 -3.586 -0.497
H -3.912 -2.572 -1.847
H -4.031 -1.974 -0.180
H -1.220 -3.741 -1.923
H -0.212 -2.304 -2.228
H -1.751 -2.514 -3.090
C -2.218 -0.435 -1.376
C -0.982 0.367 -1.644
H -2.787 0.066 -0.567
H -2.849 -0.393 -2.281
O -0.062 0.473 -0.765
N -0.864 1.011 -2.794
C 0.147 2.082 -2.995
H -1.663 1.018 -3.418
C 1.518 1.550 -3.296
C 2.650 2.208 -2.791
H 2.500 3.103 -2.179
C 3.929 1.723 -3.065
H 4.803 2.237 -2.656
C 4.090 0.584 -3.866
H 5.091 0.205 -4.084
C 2.962 -0.065 -4.381
H 3.071 -0.956 -5.000
C 1.677 0.426 -4.106
H 0.790 -0.060 -4.520
H 0.179 2.706 -2.095
H -0.227 2.686 -3.828
C -2.589 2.534 4.712
C -1.550 1.707 5.151
C -0.759 1.001 4.207
C -1.024 1.182 2.869
C -2.055 1.960 2.397
C -2.853 2.655 3.344
H -3.196 3.084 5.438
H -1.341 1.595 6.217
H 0.037 0.332 4.553
H -2.261 2.046 1.324
H -3.673 3.287 2.997
*
```



[2]
Entry from OMol25: C28H31IrN2O2S2 as an isolated structure (ωB97M-V/def2-TZVPD).

Computed properties:
HOMO energy (alpha / beta)	-10.864 / -11.094	eV
gap between HOMO and LUMO (alpha / beta)	7.59 / 5.34	eV

```
! RIJCOSX wB97M-V def2-TZVPD def2/J DEFGRID3
* xyz 1 6
Ir 0.265 -0.907 -0.131
C -3.193 1.882 -0.421
C -1.984 1.056 -0.723
N -1.664 0.033 0.019
N -2.515 -0.336 1.037
C -2.138 -1.378 1.686
S -0.659 -2.272 1.430
S -3.223 -2.047 2.906
C -4.706 -2.268 1.845
C -4.403 -3.032 0.591
C -4.392 -2.378 -0.636
C -4.060 -3.061 -1.798
C -3.739 -4.408 -1.741
C -3.759 -5.071 -0.520
C -4.087 -4.387 0.638
C -1.161 1.376 -1.887
C -1.325 2.636 -2.503
C -0.651 2.985 -3.647
C 0.203 2.058 -4.251
C 0.381 0.814 -3.700
C -0.278 0.458 -2.515
O -0.080 -0.789 -2.061
H -3.761 1.458 0.398
H -3.821 1.969 -1.308
H -2.874 2.888 -0.143
H -5.126 -1.290 1.625
H -5.403 -2.804 2.492
H -4.654 -1.328 -0.681
H -4.060 -2.541 -2.747
H -3.485 -4.945 -2.644
H -3.522 -6.125 -0.474
H -4.088 -4.905 1.589
H -1.997 3.353 -2.055
H -0.790 3.963 -4.084
H 0.722 2.319 -5.164
H 1.022 0.075 -4.159
C 0.515 3.107 2.106
C 1.705 2.579 2.917
C 1.255 1.592 3.999
C 2.811 2.017 2.058
C 4.065 2.570 2.067
C 5.084 2.054 1.263
C 4.862 0.957 0.422
C 3.641 0.338 0.358
C 3.457 -0.869 -0.528
C 3.807 -0.566 -1.985
C 4.235 -2.068 0.013
C 2.573 0.871 1.189
O 1.402 0.376 1.208
H -0.161 3.639 2.776
H -0.042 2.297 1.640
H 0.835 3.806 1.332
H 2.153 3.440 3.421
H 0.750 0.731 3.564
H 0.557 2.088 4.673
H 2.097 1.237 4.592
H 4.270 3.423 2.700
H 6.064 2.509 1.290
H 5.682 0.590 -0.181
H 2.386 -1.164 -0.517
H 4.886 -0.475 -2.116
H 3.343 0.360 -2.327
H 3.466 -1.380 -2.624
H 5.304 -1.851 0.031
H 4.079 -2.937 -0.626
H 3.925 -2.325 1.026
*
```



[3]
Entry from OMol25: C28H31IrN3O9PS3 as an isolated structure in a non-equilibrium geometry (ωB97M-V/def2-TZVPD).

Computed properties:
energy relative to the best compared isomer or geometry (same formula, charge and spin)	20.7	kcal/mol
HOMO energy (alpha / beta)	-5.258 / -4.985	eV
gap between HOMO and LUMO (alpha / beta)	7.66 / 5.63	eV

```
! RIJCOSX wB97M-V def2-TZVPD def2/J DEFGRID3
* xyz -1 2
Ir -0.360 0.468 -0.509
O 3.103 0.071 2.431
C 2.316 -0.339 3.434
C 2.916 -0.434 4.695
C 2.189 -0.835 5.794
C 0.838 -1.154 5.670
C 0.240 -1.072 4.430
C 0.954 -0.674 3.296
C 0.252 -0.611 1.994
O 0.942 -0.182 0.953
N -0.993 -0.974 1.931
N -1.404 -0.896 0.604
C -2.145 -1.836 0.149
C -2.280 -2.109 -1.261
C -3.362 -2.862 -1.727
C -3.442 -3.260 -3.043
C -2.393 -2.928 -3.905
C -1.303 -2.211 -3.466
C -1.214 -1.763 -2.135
O -0.133 -1.133 -1.747
H 2.546 0.212 1.634
H 3.964 -0.175 4.772
H 2.675 -0.897 6.761
H 0.263 -1.462 6.533
H -0.806 -1.313 4.301
H -2.585 -2.506 0.884
H -4.148 -3.130 -1.028
H -4.292 -3.827 -3.399
H -2.436 -3.239 -4.943
H -0.493 -1.949 -4.134
C -3.235 1.008 -1.034
O -1.973 0.760 -1.602
H -3.992 0.620 -1.725
H -3.416 2.076 -0.883
H -3.381 0.517 -0.069
C 2.803 5.125 -0.352
C 1.482 5.600 -0.921
C 0.528 6.116 0.138
O 0.723 4.586 -1.630
P 1.142 3.500 -2.706
S 2.883 3.697 -3.508
S 0.965 1.507 -2.061
O 0.016 3.674 -3.808
C -1.324 4.220 -3.718
C -1.257 5.730 -3.864
C -2.064 3.763 -2.486
H 3.245 5.953 0.208
H 3.488 4.834 -1.142
H 2.661 4.281 0.320
H 1.667 6.389 -1.656
H 0.225 5.307 0.802
H -0.372 6.528 -0.320
H 1.011 6.893 0.732
H -1.805 3.795 -4.601
H -0.795 6.175 -2.983
H -2.267 6.133 -3.965
H -0.678 6.007 -4.745
H -1.675 4.221 -1.579
H -1.993 2.680 -2.388
H -3.118 4.037 -2.579
O 1.789 2.403 1.063
C 0.645 2.607 1.411
N -0.491 2.133 0.803
S -1.864 2.666 1.549
O -2.626 1.574 2.084
O -2.561 3.629 0.737
C -1.027 3.546 2.828
C -1.558 4.286 3.868
C -0.657 4.914 4.717
C 0.719 4.803 4.515
C 1.228 4.064 3.457
C 0.325 3.440 2.614
H -2.627 4.368 4.014
H -1.027 5.498 5.550
H 1.396 5.302 5.197
H 2.290 3.960 3.277
*
```



[4]
Entry from OMol25: C28H31N3O3PRe as an isolated structure in a non-equilibrium geometry (ωB97M-V/def2-TZVPD).

Computed properties:
energy relative to the best compared isomer or geometry (same formula, charge and spin)	0.9	kcal/mol
HOMO energy (alpha / beta)	-17.644 / -17.652	eV
gap between HOMO and LUMO (alpha / beta)	5.78 / 5.87	eV

```
! RIJCOSX wB97M-V def2-TZVPD def2/J DEFGRID3
* xyz 3 2
Re 0.382 0.244 -0.852
C -3.162 1.220 -3.191
C -1.986 1.268 -2.276
N -1.236 0.147 -2.053
O -1.595 -0.981 -2.676
C -1.546 2.369 -1.570
C -2.098 3.736 -1.539
N -0.387 2.102 -0.786
O 0.063 3.033 -0.132
H -3.901 0.487 -2.852
H -2.861 0.977 -4.215
H -3.664 2.181 -3.231
H -2.325 -0.798 -3.299
H -2.983 3.831 -2.159
H -1.347 4.453 -1.881
H -2.345 4.014 -0.512
C 2.209 1.297 -2.690
C 3.410 1.345 -1.750
C 4.172 0.024 -1.767
C 2.952 1.789 -0.362
C 4.044 1.938 0.701
O 3.549 1.147 1.817
C 2.462 0.521 1.474
N 2.034 0.771 0.256
C 1.899 -0.383 2.483
C 2.722 -0.699 3.565
C 2.292 -1.571 4.554
C 1.034 -2.142 4.477
C 0.197 -1.829 3.412
C 0.612 -0.950 2.418
P -0.564 -0.697 1.086
C -2.180 -0.268 1.686
C -2.346 0.239 2.976
C -3.609 0.629 3.398
C -4.695 0.516 2.543
C -4.529 0.023 1.251
C -3.274 -0.359 0.814
C -0.492 -2.158 0.026
C -1.522 -3.028 -0.301
C -1.318 -3.971 -1.303
C -0.132 -4.005 -2.033
C 0.895 -3.125 -1.736
C 0.727 -2.199 -0.703
H 2.507 1.094 -3.721
H 1.611 2.208 -2.692
H 1.580 0.366 -2.516
H 4.064 2.139 -2.125
H 3.549 -0.803 -1.411
H 5.070 0.051 -1.152
H 4.490 -0.215 -2.780
H 2.390 2.721 -0.451
H 4.172 2.955 1.059
H 5.006 1.522 0.414
H 3.709 -0.265 3.630
H 2.948 -1.805 5.382
H 0.695 -2.828 5.242
H -0.790 -2.275 3.368
H -1.506 0.329 3.651
H -3.743 1.016 4.399
H -5.679 0.810 2.882
H -5.384 -0.069 0.595
H -3.151 -0.751 -0.189
H -2.460 -3.002 0.240
H -2.098 -4.690 -1.520
H -0.002 -4.743 -2.814
H 1.840 -3.187 -2.262
H 1.626 -1.720 -0.292
*
```



no.,electronic energy (eV)
1,-50964.80721
2,-61114.35621
3,-97074.97248
4,-51540.91797